# 1
19
Properties=species:S:1:pos:R:3:forces:R:3:lowdin_charge:R:1 method="wB97M-V/def2-TZVPD" e_lumo_ev=0.52 gap_ha=0.3182 smiles="CP(=O)=P(C)(C)C" homo_ev=-8.14 de_lowest_kcal_mol=39.92 largest_force_ev_per_a=6.360
C 0.2494 2.8578 0.1415 -3.27 -0.18 0.19 -0.387
P 1.1303 1.6584 1.3543 0.96 0.90 -2.04 0.588
O 0.2409 1.4530 2.4979 -1.13 -0.20 1.29 -0.567
P 0.2433 -0.2998 -0.1140 -0.31 -2.46 0.18 0.803
C -1.2048 -0.8613 0.9477 -1.81 -0.45 -0.91 -0.282
C 1.2162 -1.9580 0.1677 -2.09 0.43 -5.99 -0.249
C -0.2375 -0.6441 -1.9039 1.49 2.89 0.20 -0.280
H 0.5096 2.8347 -0.9059 0.57 -0.44 -0.36 -0.012
H 0.2998 3.9221 0.3918 0.40 -0.15 0.54 0.004
H -0.9438 2.6816 0.1218 2.53 0.11 0.28 0.071
H -2.3022 -0.7979 0.5088 2.41 -0.46 0.20 0.084
H -0.9480 -1.9084 1.2856 -0.72 1.21 -0.30 0.041
H -1.3389 -0.1998 1.7927 0.62 0.12 0.46 -0.006
H 2.2168 -1.9680 -0.2440 0.18 0.20 -0.14 0.026
H 1.2322 -2.2081 1.1211 0.11 -0.93 4.57 -0.044
H 0.5869 -2.8033 -0.4121 1.37 1.89 1.25 0.096
H 0.7530 -0.5526 -2.4734 -1.43 -1.36 0.58 0.069
H -0.9564 -1.4311 -1.9330 0.30 -1.17 -0.48 0.021
H -0.7468 0.2249 -2.3445 -0.18 0.04 0.48 0.025



# 2
18
Properties=species:S:1:pos:R:3:forces:R:3:lowdin_charge:R:1 method="wB97M-V/def2-TZVPD" e_lumo_ev=0.85 gap_ha=0.3596 smiles=CCO.CCS homo_ev=-8.94 de_lowest_kcal_mol=29.02 largest_force_ev_per_a=1.420
C 1.7701 -0.1299 -0.9895 -0.63 -0.78 1.00 -0.087
C 2.5415 -0.7117 0.2218 -0.33 0.34 -0.33 -0.301
O 2.5861 0.2558 1.2825 0.80 -0.27 -0.03 -0.098
H 0.8212 -0.6694 -0.9229 0.01 0.41 -0.63 -0.025
H 1.5277 0.9197 -0.8344 0.32 0.09 -0.05 0.068
H 2.1856 -0.3038 -1.9780 0.32 0.04 0.11 0.067
H 3.5436 -1.0631 -0.0228 0.11 0.13 -0.12 0.103
H 1.9685 -1.5717 0.5760 0.17 -0.14 0.07 0.097
H 3.4117 0.0751 1.7619 -0.57 0.27 -0.06 0.081
C -1.9074 1.3762 0.3545 -0.99 0.25 0.05 -0.160
C -2.6119 0.0206 0.2709 0.59 -1.20 0.27 -0.569
S -1.6508 -1.3481 -0.5442 -0.06 0.26 0.16 0.691
H -1.4399 1.5283 1.3226 0.08 -0.08 0.07 0.068
H -2.7522 2.0678 0.2761 0.42 0.46 0.11 0.066
H -1.1779 1.6452 -0.4053 -0.12 -0.42 -0.25 0.061
H -2.7368 -0.4018 1.2680 0.00 0.30 0.13 0.045
H -3.6282 0.0705 -0.1057 0.14 0.06 -0.51 0.061
H -2.4511 -1.7596 -1.5316 -0.27 0.28 0.02 -0.170